Here is a structure of composition C33H35BrF3N7O3PReS from the Open Molecules 2025 dataset. Energies are from ωB97M-V/def2-TZVPD.

Each line ends with the Mulliken charge.
CARTESIAN COORDINATES (ANGSTROEM)
Re 1.159 0.175 1.456  1.151
O 0.229 3.263 -2.964  -0.545
C -0.614 2.210 -3.106  1.049
C -1.476 2.068 -4.191  -0.749
C -2.345 0.990 -4.242  -0.709
C -2.347 0.032 -3.232  -0.960
C -1.473 0.166 -2.165  -0.250
C -0.606 1.254 -2.089  -0.510
C 0.264 1.470 -0.881  0.486
O 0.716 0.227 -0.363  -0.219
N -0.527 2.181 0.201  -0.863
N -0.662 1.318 1.253  0.157
C -1.762 1.079 1.870  -0.569
C -1.871 -0.107 2.692  0.606
Br -0.749 -1.550 1.987  -0.122
C -2.694 -0.376 3.712  -0.807
C -3.530 0.585 4.410  0.899
C -4.660 0.102 5.081  -0.671
C -5.513 0.977 5.729  -0.656
C -5.233 2.337 5.737  -0.456
C -4.096 2.826 5.106  -0.949
C -3.244 1.957 4.448  0.011
H 0.119 3.898 -3.682  0.345
H -1.484 2.818 -4.973  0.368
H -3.040 0.912 -5.068  0.515
H -3.051 -0.789 -3.262  0.540
H -1.451 -0.576 -1.376  0.360
H 1.131 2.088 -1.106  0.636
H -1.427 2.488 -0.158  0.400
H -2.658 1.672 1.693  0.706
H -2.763 -1.406 4.050  0.411
H -4.874 -0.960 5.078  0.406
H -6.390 0.600 6.236  0.426
H -5.894 3.020 6.256  0.427
H -3.868 3.883 5.146  0.434
H -2.329 2.341 4.014  0.339
O 2.363 1.728 1.454  -0.621
N 3.715 1.554 1.349  0.248
C 4.457 2.677 1.278  -0.170
C 5.819 2.570 1.204  -0.784
C 6.405 1.301 1.210  -0.199
C 5.610 0.178 1.287  -0.735
C 4.227 0.316 1.359  0.720
S 3.105 -1.018 1.490  -0.358
H 3.898 3.601 1.285  0.533
H 6.418 3.467 1.146  0.446
H 7.481 1.201 1.159  0.437
H 6.032 -0.818 1.299  0.465
C -0.849 -2.791 -6.625  -0.776
N 0.524 -2.103 -6.543  0.028
C 1.602 -3.169 -6.820  -0.788
N 1.470 -4.258 -5.924  0.169
C 0.144 -4.859 -6.039  -0.889
N -0.914 -3.895 -5.736  0.162
C -0.915 -3.492 -4.328  -0.682
P 0.658 -2.654 -3.783  0.341
C 0.730 -1.451 -5.206  -0.616
C 1.809 -3.907 -4.543  -0.954
H -0.963 -3.116 -7.659  0.361
H -1.596 -2.035 -6.384  0.393
H 0.575 -1.394 -7.276  0.348
H 2.568 -2.677 -6.724  0.377
H 1.447 -3.490 -7.851  0.368
H 0.068 -5.702 -5.355  0.369
H 0.008 -5.226 -7.057  0.327
H -1.071 -4.378 -3.709  0.464
H -1.761 -2.827 -4.147  0.326
H 1.701 -0.954 -5.224  0.469
H -0.042 -0.688 -5.078  0.360
H 1.789 -4.814 -3.936  0.446
H 2.834 -3.532 -4.508  0.431
F 0.134 0.252 8.444  -0.253
C 0.442 1.352 7.762  0.741
F -0.532 2.248 7.929  -0.233
F 1.574 1.859 8.252  -0.226
C 0.621 1.043 6.285  0.380
C 0.917 -0.243 5.860  -0.954
C 1.074 -0.469 4.509  -0.179
N 0.948 0.512 3.599  0.069
C 0.697 1.765 4.022  -0.374
C 0.522 2.065 5.355  -0.872
H 1.018 -1.059 6.561  0.556
H 1.303 -1.457 4.137  0.513
H 0.639 2.533 3.263  0.618
H 0.308 3.081 5.657  0.556

Summary:
2S+1: 2
Energy above the lowest of the compared OMol25 structures with the same formula, charge and spin: 19.68 kcal/mol
Charge: +3
Frontier orbital gap (alpha / beta): 6.3 / 6.5 eV


Here is a structure of composition C6H11NO2S in a non-equilibrium geometry from the Open Molecules 2025 dataset. Energies are from ωB97M-V/def2-TZVPD.

Each line ends with the Mulliken charge.
CARTESIAN COORDINATES (ANGSTROEM)
C -1.335 1.127 -0.128  -0.781
C 1.085 -0.014 0.531  -0.810
C 0.137 0.757 -0.435  -0.361
C -0.997 0.129 -1.134  0.660
C -1.244 0.217 -2.566  -1.453
C 1.000 -1.510 2.451  -1.069
N 0.412 -1.059 1.222  0.225
O -1.514 -2.808 -1.438  -0.455
O -0.018 -2.199 0.486  -0.306
S -1.549 -2.066 -0.238  0.538
H -1.654 0.924 0.851  0.267
H -1.385 2.126 -0.468  0.343
H 1.949 -0.432 0.077  0.425
H 1.454 0.547 1.346  0.371
H 0.644 1.379 -1.176  0.360
H -0.966 -0.556 -3.195  0.414
H -1.049 1.157 -2.991  0.413
H -2.467 0.206 -2.795  0.242
H 2.092 -1.952 2.519  0.315
H 1.142 -0.732 3.130  0.396
H 0.250 -2.193 3.070  0.267

Summary:
2S+1: 1
Energy above the lowest of the compared OMol25 structures with the same formula, charge and spin: 132.00 kcal/mol
Charge: 0
Frontier orbital gap: 8.3 eV


Here is a cluster of 12 separate species, C37H84F3N3O15 in total in a non-equilibrium geometry from the Open Molecules 2025 dataset. Energies are from ωB97M-V/def2-TZVPD.

Each line ends with the Mulliken charge.
CARTESIAN COORDINATES (ANGSTROEM)
C -0.399 3.500 3.539  -0.938
C -0.689 1.918 3.253  0.077
O 0.447 1.434 2.492  -0.324
C 0.184 0.098 1.942  -0.898
C 0.072 0.149 0.307  1.852
C 0.035 1.739 -0.043  -0.253
N -0.260 2.889 -0.283  -0.769
C -1.242 -0.577 -0.263  -0.916
C -2.633 0.185 0.141  0.220
C -3.411 0.470 -1.223  0.068
F -3.690 -0.671 -2.078  -0.290
C -3.803 1.788 -1.628  0.117
F -4.750 2.503 -0.807  -0.215
F -3.239 2.330 -2.817  -0.228
C 1.458 -0.384 -0.380  0.352
O 1.408 -0.246 -1.816  -0.600
C 2.590 0.678 0.122  -0.166
N 3.437 1.475 0.433  -0.680
N 1.896 -1.709 0.126  0.763
C 3.372 -1.878 0.158  0.449
C 4.366 -1.866 -1.095  -0.615
O 3.895 -2.010 1.313  -0.587
C 1.181 -2.848 -0.494  0.696
C 1.333 -3.390 -1.988  -1.059
O 0.383 -3.503 0.267  -0.703
H 0.658 3.580 3.966  0.241
H -1.217 3.870 4.256  0.230
H -0.512 4.046 2.523  0.308
H -0.892 1.339 4.222  0.344
H -1.652 1.893 2.628  -0.008
H 1.083 -0.547 2.285  0.291
H -0.777 -0.290 2.425  0.414
H -1.117 -0.669 -1.412  0.393
H -1.328 -1.625 0.204  0.158
H -2.471 1.099 0.807  -0.097
H -3.278 -0.558 0.753  0.391
H 2.301 0.059 -2.126  0.434
H 4.994 -2.841 -1.028  0.148
H 3.860 -1.827 -2.118  0.181
H 5.134 -1.000 -1.012  0.286
H 0.277 -3.321 -2.463  0.415
H 1.593 -4.508 -1.981  0.371
H 2.012 -2.753 -2.654  0.193
C 4.957 3.716 -3.217  -1.244
C 4.811 2.355 -2.565  0.193
O 4.481 1.374 -3.544  -0.537
H 4.030 4.001 -3.721  0.304
H 5.204 4.479 -2.476  0.341
H 5.742 3.697 -3.979  0.353
H 4.012 2.372 -1.821  0.060
H 5.739 2.058 -2.067  0.228
H 5.196 1.358 -4.194  0.293
C -2.337 3.072 7.809  -1.055
C -0.856 3.283 7.562  -0.129
O -0.666 4.173 6.468  -0.458
H -2.820 2.664 6.917  0.237
H -2.500 2.387 8.644  0.360
H -2.831 4.023 8.032  0.329
H -0.370 2.335 7.318  0.293
H -0.368 3.704 8.447  0.154
H -1.092 5.010 6.697  0.257
C 2.509 6.425 7.626  -1.010
C 1.434 6.527 8.689  -0.155
O 1.531 5.428 9.586  -0.512
H 2.410 5.489 7.069  0.253
H 2.445 7.261 6.924  0.312
H 3.504 6.423 8.080  0.361
H 0.442 6.507 8.232  0.168
H 1.533 7.456 9.259  0.305
H 2.408 5.459 9.991  0.293
C -3.249 -4.537 -1.181  -0.866
C -2.229 -5.322 -1.982  -0.280
O -0.992 -4.621 -2.020  -0.459
H -3.403 -3.548 -1.620  0.085
H -4.207 -5.061 -1.147  0.385
H -2.897 -4.381 -0.156  0.392
H -2.573 -5.459 -3.010  0.221
H -2.061 -6.310 -1.541  0.249
H -0.689 -4.511 -1.103  0.210
C -5.212 -4.066 -5.253  -0.787
C -6.419 -4.095 -4.335  -0.261
O -6.103 -3.487 -3.090  -0.435
H -4.369 -4.590 -4.794  0.045
H -5.440 -4.536 -6.213  0.352
H -4.888 -3.037 -5.433  0.318
H -6.726 -5.125 -4.141  0.284
H -7.264 -3.562 -4.783  0.264
H -5.840 -2.573 -3.269  0.235
C -8.047 1.206 -1.527  -0.206
C -8.552 0.814 -0.153  -0.311
O -7.474 0.786 0.776  -0.513
H -7.286 0.500 -1.872  0.097
H -8.864 1.226 -2.252  0.354
H -7.578 2.191 -1.500  -0.201
H -9.001 -0.182 -0.180  0.306
H -9.305 1.523 0.203  0.262
H -7.088 1.672 0.800  0.289
C -6.746 5.314 -3.871  -1.025
C -7.814 5.432 -2.802  -0.060
O -7.716 4.343 -1.891  -0.558
H -6.850 4.371 -4.416  0.274
H -6.812 6.141 -4.582  0.264
H -5.748 5.314 -3.423  0.322
H -8.809 5.409 -3.252  0.225
H -7.708 6.368 -2.246  0.195
H -6.835 4.376 -1.491  0.257
C 8.612 -4.325 -0.490  -0.073
C 8.848 -3.060 0.310  -0.408
O 7.907 -2.062 -0.065  -0.469
H 8.700 -4.124 -1.562  0.275
H 9.332 -5.100 -0.216  -0.110
H 7.601 -4.708 -0.320  -0.052
H 9.850 -2.669 0.121  0.321
H 8.749 -3.252 1.383  0.278
H 7.023 -2.414 0.114  0.234
C -8.819 9.252 -4.883  -0.946
C -9.318 8.861 -3.506  -0.207
O -8.237 8.836 -2.581  -0.494
H -8.058 8.547 -5.230  0.204
H -9.639 9.269 -5.605  0.313
H -8.350 10.240 -4.858  0.325
H -9.765 7.865 -3.530  0.249
H -10.071 9.569 -3.148  0.296
H -7.852 9.723 -2.558  0.289
C 6.288 -8.601 -0.511  -1.177
C 6.524 -7.335 0.288  0.260
O 5.582 -6.336 -0.088  -0.458
H 6.376 -8.400 -1.582  0.302
H 7.007 -9.376 -0.237  0.331
H 5.276 -8.983 -0.341  0.366
H 7.526 -6.945 0.099  -0.100
H 6.425 -7.525 1.361  0.215
H 4.699 -6.685 0.091  0.270
C 11.766 -8.412 -0.032  -1.206
C 10.972 -7.121 -0.003  -0.128
O 10.126 -7.092 1.141  -0.501
H 11.094 -9.275 -0.053  0.286
H 12.417 -8.450 -0.908  0.344
H 12.381 -8.509 0.868  0.342
H 10.343 -7.039 -0.892  0.321
H 11.638 -6.253 0.031  0.264
H 10.691 -7.157 1.923  0.280

Summary:
2S+1: 1
SMILES: CCOC[C@](C#N)(CCC(F)=C(F)F)[C@@](O)(C#N)N(C(C)=O)C(C)=O.CCO.CCO.CCO.CCO.CCO.CCO.CCO.CCO.CCO.CCO.CCO
Charge: 0
Frontier orbital gap: 8.3 eV